# 1
Density functional theory data (the ωB97M-V functional and the def2-TZVPD basis) for a molecular structure, C29H59HgO15S7 in a non-equilibrium geometry.

Last column: Mulliken charge in e.
Positions of all 111 atoms, in Å:
1 Hg 1.386 -4.109 -0.041  1.796
2 C 0.296 -0.747 0.299  0.443
3 O 1.053 -1.821 -0.156  -0.057
4 H 0.706 -0.211 1.155  -0.148
5 H 0.146 -0.056 -0.530  -0.306
6 H -0.733 -0.949 0.596  -0.364
7 C -2.700 -2.362 3.341  0.242
8 C -1.191 -2.680 3.481  -0.786
9 C -0.489 -1.491 4.196  -0.059
10 S -1.683 -0.830 5.456  1.059
11 O -1.829 0.608 5.286  -0.543
12 O -1.451 -1.492 6.754  -0.668
13 C -3.166 -1.727 4.628  -0.958
14 H -3.214 -3.293 3.102  0.477
15 H -2.856 -1.681 2.504  -0.407
16 H -0.638 -3.103 2.642  0.103
17 H -1.148 -3.425 4.276  0.464
18 H -0.361 -0.719 3.437  -0.353
19 H 0.453 -1.706 4.701  0.595
20 H -4.000 -1.028 4.574  0.505
21 H -3.404 -2.523 5.333  0.394
22 C -3.833 -2.073 -1.910  -0.150
23 C -3.498 -2.496 -3.352  -1.077
24 C -2.017 -2.964 -3.379  -0.078
25 S -1.977 -4.157 -1.998  0.668
26 O -0.676 -4.184 -1.334  -0.442
27 O -2.636 -5.432 -2.220  -0.659
28 C -3.171 -3.173 -1.013  -0.266
29 H -4.897 -1.933 -1.717  0.440
30 H -3.373 -1.106 -1.708  -0.134
31 H -3.588 -1.617 -3.991  0.436
32 H -4.159 -3.322 -3.612  0.387
33 H -1.321 -2.187 -3.062  -0.205
34 H -1.667 -3.435 -4.298  0.601
35 H -2.570 -2.767 -0.199  -0.171
36 H -3.861 -3.876 -0.546  0.466
37 C 5.077 -0.256 -0.794  -0.167
38 C 5.203 0.150 0.655  -0.926
39 C 4.365 -0.937 1.401  -0.359
40 S 4.891 -2.586 0.629  0.894
41 O 3.779 -3.471 0.268  -0.476
42 O 5.999 -3.109 1.433  -0.670
43 C 5.502 -1.763 -0.863  -0.319
44 H 5.581 0.333 -1.560  0.547
45 H 4.017 -0.135 -1.020  -0.118
46 H 4.849 1.142 0.937  0.418
47 H 6.248 0.064 0.953  0.369
48 H 3.290 -0.815 1.269  -0.120
49 H 4.720 -1.062 2.424  0.565
50 H 5.230 -2.459 -1.657  -0.028
51 H 6.589 -1.839 -0.834  0.410
52 C 3.549 -1.961 -5.034  -1.010
53 C 3.018 -0.926 -4.014  0.116
54 C 1.720 -1.536 -3.536  0.159
55 S 1.945 -3.332 -3.472  1.082
56 O 0.816 -4.025 -4.220  -0.662
57 O 2.246 -3.698 -2.084  -0.631
58 C 3.468 -3.350 -4.426  -0.631
59 H 4.580 -1.795 -5.349  0.442
60 H 2.934 -1.755 -5.909  0.374
61 H 2.867 0.062 -4.448  0.373
62 H 3.712 -0.900 -3.174  -0.294
63 H 0.875 -1.370 -4.205  0.459
64 H 1.326 -1.178 -2.585  -0.627
65 H 3.629 -4.208 -5.079  0.438
66 H 4.198 -3.615 -3.661  0.187
67 C -3.158 1.496 0.955  0.676
68 C -3.591 2.821 0.352  -0.500
69 C -4.459 3.513 1.420  -0.901
70 S -5.414 2.183 2.327  1.089
71 O -6.768 2.120 1.813  -0.663
72 O -5.201 2.349 3.803  -0.637
73 C -4.408 0.826 1.593  -0.551
74 H -2.455 1.653 1.774  0.012
75 H -2.486 0.973 0.274  -0.164
76 H -4.163 2.486 -0.514  0.564
77 H -2.741 3.442 0.069  -0.029
78 H -5.121 4.340 1.162  0.536
79 H -3.790 3.845 2.214  0.280
80 H -5.027 0.538 0.744  0.319
81 H -4.319 0.093 2.395  -0.018
82 C 1.111 4.006 4.834  -0.593
83 C 1.920 2.842 4.140  -0.907
84 C 1.211 2.409 2.821  -0.040
85 S 0.539 4.004 2.176  1.149
86 O -0.882 3.819 1.904  -0.548
87 O 1.488 4.605 1.269  -0.722
88 C 0.668 4.949 3.715  -0.944
89 H 1.540 4.432 5.740  0.432
90 H 0.273 3.485 5.298  0.227
91 H 2.174 2.045 4.839  0.416
92 H 2.857 3.284 3.803  0.381
93 H 0.317 1.902 3.184  -0.211
94 H 1.773 1.807 2.107  0.430
95 H -0.251 5.524 3.829  0.433
96 H 1.408 5.721 3.502  0.372
97 C -0.795 3.929 -2.732  -0.860
98 C -0.400 2.793 -1.826  0.352
99 C 0.922 2.238 -2.434  0.279
100 S 0.667 2.215 -4.240  1.076
101 O 0.321 0.891 -4.726  -0.598
102 O 1.796 2.917 -4.870  -0.665
103 C -0.837 3.257 -4.125  -0.839
104 H -0.017 4.691 -2.751  0.361
105 H -1.722 4.426 -2.449  0.426
106 H -1.102 1.966 -1.935  0.047
107 H -0.433 3.059 -0.769  -0.408
108 H 1.170 1.247 -2.055  -0.406
109 H 1.722 2.949 -2.225  0.456
110 H -1.600 2.479 -4.091  0.327
111 H -0.894 3.826 -5.052  0.527

Computed properties:
Energy: -5209.22004 hartree
Total charge: +1
E_HOMO: -12.0 eV
Lowest unoccupied orbital energy: -5.9403 eV
Frontier orbital gap: 6.0 eV

---

# 2
Density functional theory data (the ωB97M-V functional and the def2-TZVPD basis) for a molecular structure, C29H60BaClN6O7P2S.

Last column: Mulliken charge in e.
Positions of all 107 atoms, in Å:
1 Ba -0.321 -0.686 0.494  0.771
2 C 3.751 0.765 4.473  -1.103
3 N 2.592 -0.071 4.197  0.313
4 C 1.780 -0.468 5.338  -1.089
5 C 2.295 -0.526 2.969  1.195
6 O 1.320 -1.233 2.723  -0.894
7 C 3.220 -0.107 1.823  -1.219
8 O 2.940 -0.840 0.655  -0.224
9 C 3.534 -2.116 0.613  -1.341
10 C 2.510 -3.163 0.183  0.279
11 O 1.369 -2.825 -0.107  0.039
12 N 2.917 -4.442 0.141  0.427
13 C 4.257 -4.888 0.481  -1.127
14 C 1.954 -5.493 -0.165  -1.010
15 H 3.547 1.355 5.364  0.363
16 H 3.942 1.460 3.657  0.406
17 H 4.650 0.173 4.657  0.281
18 H 2.400 -0.976 6.079  0.391
19 H 1.000 -1.141 5.000  0.268
20 H 1.330 0.410 5.804  0.360
21 H 4.273 -0.198 2.105  0.707
22 H 3.013 0.940 1.594  0.093
23 H 3.956 -2.394 1.584  0.690
24 H 4.354 -2.095 -0.114  0.467
25 H 4.992 -4.101 0.337  0.391
26 H 4.530 -5.713 -0.177  0.400
27 H 4.310 -5.243 1.513  0.299
28 H 0.957 -5.065 -0.205  0.135
29 H 1.992 -6.258 0.610  0.436
30 H 2.189 -5.958 -1.125  0.308
31 C 1.944 4.301 2.273  -0.763
32 N 1.136 4.289 1.061  0.541
33 C 0.846 5.609 0.510  -1.100
34 P 0.203 3.004 0.677  -1.860
35 O 0.725 1.771 1.321  1.122
36 O -1.297 3.323 1.178  -0.581
37 P -2.388 2.186 1.568  -1.242
38 O -2.304 1.065 0.615  0.917
39 N -3.858 2.883 1.524  0.404
40 C -4.682 2.788 0.319  -0.815
41 C -4.205 3.964 2.436  -1.045
42 N -2.000 1.833 3.111  0.998
43 C -2.662 0.682 3.723  -0.852
44 C -1.002 2.483 3.942  -0.734
45 N 0.072 2.992 -0.947  0.867
46 C -1.154 2.836 -1.727  -1.051
47 C 1.293 2.678 -1.694  -0.821
48 H 2.917 4.746 2.056  0.331
49 H 2.086 3.282 2.625  0.039
50 H 1.469 4.891 3.063  0.334
51 H 1.782 6.130 0.300  0.351
52 H 0.261 6.214 1.208  0.313
53 H 0.290 5.509 -0.419  0.297
54 H -4.377 1.921 -0.261  0.076
55 H -4.599 3.691 -0.294  0.302
56 H -5.725 2.667 0.614  0.376
57 H -3.602 3.897 3.340  0.280
58 H -5.255 3.877 2.715  0.345
59 H -4.046 4.944 1.977  0.300
60 H -3.356 0.227 3.017  0.173
61 H -3.213 0.985 4.616  0.322
62 H -1.928 -0.079 4.002  0.198
63 H -0.682 3.424 3.502  0.286
64 H -0.124 1.842 4.068  -0.132
65 H -1.426 2.695 4.927  0.450
66 H -2.012 3.201 -1.172  0.191
67 H -1.331 1.791 -1.999  0.304
68 H -1.060 3.425 -2.642  0.460
69 H 2.172 2.896 -1.088  0.350
70 H 1.335 3.296 -2.592  0.423
71 H 1.315 1.624 -1.984  -0.038
72 Cl -1.563 -4.244 -1.192  -0.284
73 C -2.712 -2.920 -1.273  1.283
74 C -3.252 -2.620 -2.514  -0.600
75 C -4.213 -1.632 -2.631  -0.749
76 C -4.634 -0.987 -1.467  -0.862
77 C -4.094 -1.299 -0.242  -0.369
78 C -3.078 -2.286 -0.061  0.439
79 C -2.454 -2.517 1.199  -1.807
80 H -2.928 -3.188 -3.377  0.484
81 H -4.652 -1.401 -3.592  0.452
82 H -5.416 -0.237 -1.524  0.474
83 H -4.448 -0.785 0.645  0.291
84 H -1.946 -3.465 1.340  0.445
85 H -3.019 -2.180 2.066  0.191
86 C 3.144 -3.593 -3.721  -0.888
87 C 1.822 -3.389 -4.457  -0.628
88 C 0.750 -2.761 -3.574  0.443
89 S 1.078 -1.016 -3.261  0.186
90 O 0.167 -0.641 -2.131  -0.155
91 C 0.332 -0.281 -4.736  -0.851
92 C -1.178 -0.445 -4.819  0.408
93 C -1.781 0.512 -5.842  -1.600
94 H 3.894 -4.039 -4.373  0.460
95 H 3.004 -4.254 -2.864  0.021
96 H 3.542 -2.645 -3.353  0.269
97 H 1.445 -4.350 -4.813  0.449
98 H 1.980 -2.784 -5.355  0.216
99 H 0.743 -3.192 -2.570  -0.403
100 H -0.256 -2.861 -3.979  0.197
101 H 0.858 -0.701 -5.597  0.571
102 H 0.609 0.776 -4.673  0.425
103 H -1.613 -0.268 -3.834  -0.162
104 H -1.431 -1.472 -5.087  0.211
105 H -1.577 1.551 -5.574  0.337
106 H -2.862 0.388 -5.893  0.407
107 H -1.375 0.338 -6.841  0.366

Computed properties:
Energy: -3562.91251 hartree
Total charge: +1
E_HOMO: -7.4 eV
Lowest unoccupied orbital energy: -1.8444 eV
Frontier orbital gap: 5.6 eV

---

# 3
Density functional theory data (the ωB97M-V functional and the def2-TZVPD basis) for 10 unconnected molecules or ions with the total composition C29H60Br8O17S5 in a non-equilibrium geometry.

Last column: Mulliken charge in e.
Positions of all 119 atoms, in Å:
1 Br 2.270 1.058 3.239  -0.178
2 C 2.180 2.886 2.579  -0.125
3 C 3.374 3.117 1.712  -0.374
4 Br 5.156 2.898 2.728  -0.161
5 H 2.185 3.552 3.442  0.534
6 H 1.204 2.895 2.093  -0.162
7 H 3.256 4.185 1.531  0.246
8 H 3.278 2.632 0.741  0.191
9 Br -0.691 -5.067 -0.519  -0.194
10 C -1.131 -4.619 1.282  0.041
11 C -2.029 -5.794 1.804  -0.483
12 Br -3.675 -5.963 0.684  -0.165
13 H -1.767 -3.737 1.211  -0.498
14 H -0.190 -4.372 1.773  0.617
15 H -2.520 -5.492 2.730  0.165
16 H -1.568 -6.719 2.151  0.497
17 Br -3.721 3.378 3.742  -0.169
18 C -2.455 1.920 4.236  0.443
19 C -1.401 2.297 5.263  -0.662
20 Br -2.338 2.246 7.087  -0.222
21 H -2.048 1.722 3.245  -0.572
22 H -3.002 1.071 4.647  0.274
23 H -0.832 3.209 5.080  0.494
24 H -0.586 1.590 5.417  0.375
25 Br -4.412 -2.851 -5.310  -0.159
26 C -3.817 -4.406 -4.285  -0.700
27 C -3.542 -4.135 -2.762  0.103
28 Br -5.068 -3.176 -1.967  -0.144
29 H -2.934 -4.862 -4.733  0.474
30 H -4.561 -5.203 -4.307  0.417
31 H -2.698 -3.455 -2.647  -0.304
32 H -3.145 -4.924 -2.124  0.282
33 O -1.455 -1.890 -0.684  -0.104
34 S -0.270 -1.330 -0.126  0.774
35 O 0.976 -2.040 0.151  -0.471
36 O 0.211 -0.014 -1.050  -0.164
37 C 1.484 0.571 -0.682  0.713
38 C 1.952 1.917 -1.359  -1.774
39 C -0.771 -0.498 1.388  0.607
40 H 2.180 -0.203 -1.006  -0.028
41 H 1.803 0.554 0.361  0.048
42 H 1.256 2.639 -0.932  0.352
43 H 1.774 1.849 -2.433  0.367
44 H 3.004 2.162 -1.214  0.501
45 H -0.486 -1.171 2.196  0.498
46 H -1.857 -0.431 1.317  -0.906
47 H -0.228 0.427 1.584  -0.323
48 O -1.475 2.446 0.584  -0.572
49 S -2.915 2.353 0.122  1.125
50 O -3.920 1.625 0.967  -0.580
51 O -3.381 3.872 -0.279  -0.147
52 C -4.763 4.101 -0.334  -0.188
53 C -5.076 5.550 -0.770  -1.330
54 C -2.820 1.680 -1.502  -0.721
55 H -5.342 3.839 0.551  0.284
56 H -5.248 3.418 -1.031  0.334
57 H -6.159 5.662 -0.824  0.402
58 H -4.729 5.855 -1.757  0.331
59 H -4.802 6.212 0.051  0.321
60 H -3.258 0.687 -1.607  0.319
61 H -1.768 1.427 -1.632  -0.093
62 H -3.028 2.526 -2.158  0.539
63 O 1.899 5.016 -0.494  -0.431
64 S 2.790 5.803 -1.291  1.191
65 O 4.225 5.435 -1.253  -0.684
66 O 2.344 5.794 -2.846  -0.299
67 C 3.305 5.433 -3.901  -0.188
68 C 2.560 5.395 -5.205  -1.147
69 C 2.521 7.591 -1.063  -1.103
70 H 3.726 4.448 -3.696  0.284
71 H 4.089 6.175 -3.756  0.382
72 H 3.219 4.968 -5.962  0.366
73 H 2.252 6.381 -5.552  0.312
74 H 1.688 4.786 -4.969  0.286
75 H 2.228 7.996 -2.032  0.367
76 H 3.296 7.937 -0.380  0.348
77 H 1.575 7.587 -0.521  0.355
78 O -1.571 -3.902 4.409  -0.582
79 S -2.263 -2.654 4.326  1.053
80 O -1.425 -1.413 4.225  -0.482
81 O -3.369 -2.707 3.055  -0.209
82 C -4.275 -1.630 2.798  0.084
83 C -4.585 -1.461 1.306  -0.521
84 C -3.434 -2.561 5.797  -0.991
85 H -3.919 -0.681 3.199  0.064
86 H -5.196 -1.816 3.351  0.386
87 H -4.521 -2.357 0.689  -0.063
88 H -3.822 -0.832 0.849  -0.269
89 H -5.462 -0.877 1.027  0.454
90 H -4.160 -1.807 5.496  0.307
91 H -2.905 -2.401 6.737  0.368
92 H -4.011 -3.486 5.811  0.355
93 O 5.787 -5.373 -1.401  -0.627
94 S 5.639 -4.681 -0.141  1.267
95 O 6.687 -4.686 0.863  -0.636
96 O 5.528 -3.064 -0.613  -0.350
97 C 5.290 -2.171 0.385  -0.082
98 C 6.513 -1.382 0.723  -1.381
99 C 4.042 -4.910 0.571  -0.567
100 H 5.168 -2.618 1.371  0.297
101 H 4.350 -1.654 0.193  0.370
102 H 6.855 -1.027 -0.249  0.352
103 H 7.238 -2.066 1.164  0.282
104 H 6.366 -0.465 1.294  0.352
105 H 4.272 -4.961 1.636  0.392
106 H 3.689 -5.863 0.177  0.471
107 H 3.464 -4.063 0.202  -0.097
108 C 2.792 -1.858 -3.506  -0.424
109 C 2.695 -3.201 -3.235  -0.433
110 C 1.499 -3.981 -3.294  -0.066
111 O 1.538 -5.167 -2.954  -0.619
112 C 0.358 -3.249 -3.816  -0.157
113 C 0.337 -1.912 -4.092  -0.257
114 C 1.614 -1.091 -3.900  0.631
115 O 1.629 0.105 -4.227  -0.648
116 H 3.754 -1.367 -3.481  0.557
117 H 3.569 -3.768 -2.948  0.552
118 H -0.542 -3.810 -4.020  0.340
119 H -0.588 -1.550 -4.516  0.491

Computed properties:
Energy: -25002.84864 hartree
SMILES string: O=C1C=CC(=O)C=C1.CCOS(C)(=O)=O.CCOS(C)(=O)=O.CCOS(C)(=O)=O.CCOS(C)(=O)=O.CCOS(C)(=O)=O.BrCCBr.BrCCBr.BrCCBr.BrCCBr
Total charge: 0
E_HOMO: -9.6 eV
Lowest unoccupied orbital energy: -1.7529 eV
Frontier orbital gap: 7.8 eV